# 1
# C47H43N5O5S2SiTa

A structure of composition C47H43N5O5S2SiTa in a non-equilibrium geometry (ωB97M-V/def2-TZVPD, the OMol25 dataset).

CARTESIAN COORDINATES (ANGSTROEM)
Ta -0.29838 0.62510 0.03086
C 0.46633 0.74701 2.22364
Si 0.39998 -0.70884 3.37407
C -1.31803 -1.34402 2.82645
N -1.44125 -0.82936 1.45716
C -1.06096 -1.90180 0.39460
C -2.22593 -2.55569 -0.37727
C -3.46310 -2.72296 0.52684
C -3.93971 -1.33676 1.21381
C -2.82413 -0.25195 1.20493
C 0.56257 -0.23690 5.18219
C -0.41164 0.56223 5.78995
C -0.30896 0.93169 7.12486
C 0.77434 0.51051 7.88300
C 1.75600 -0.27492 7.29801
C 1.65135 -0.63904 5.95997
C 1.63445 -2.11227 3.04543
C 1.41882 -3.34493 3.68453
C 2.25276 -4.42878 3.46250
C 3.32444 -4.30847 2.59159
C 3.55092 -3.10312 1.95335
C 2.70597 -2.01498 2.18284
H 1.84250 1.34419 2.03760
H 0.25137 1.83788 2.45529
H -2.05444 -0.87253 3.47833
H -1.42081 -2.42841 2.91353
H -0.46948 -2.71775 0.83686
H -0.36415 -1.40082 -0.35562
H -1.90558 -3.52014 -0.79223
H -2.49447 -1.92395 -1.24670
H -3.22282 -3.43516 1.32329
H -4.28195 -3.15756 -0.04827
H -4.25138 -1.55394 2.23994
H -4.81797 -0.94001 0.70433
H -3.05511 0.54518 1.94150
H -2.80961 0.28808 0.17728
H -1.26664 0.91795 5.22303
H -1.07468 1.55393 7.57389
H 0.85675 0.79806 8.92474
H 2.60878 -0.60309 7.88103
H 2.44584 -1.24427 5.53562
H 0.58426 -3.47168 4.36928
H 2.06403 -5.37043 3.96579
H 3.97801 -5.15336 2.40850
H 4.38199 -3.00581 1.26715
H 2.89616 -1.10496 1.66328
O -0.52935 -0.05950 -2.05760
C -1.80122 -0.36277 -2.70951
C -2.71575 -0.66584 -1.45782
O -3.89939 -1.02143 -1.63769
O -2.07352 -0.49609 -0.34730
C -1.45965 -1.55242 -3.61924
C -1.89835 -2.85905 -3.41600
C -1.51316 -3.88852 -4.26834
C -0.67818 -3.63242 -5.34069
C -0.22558 -2.34062 -5.55831
C -0.61007 -1.32059 -4.70432
C -2.36629 0.83703 -3.44963
C -2.12411 2.13679 -3.01856
C -2.66252 3.22619 -3.68963
C -3.47542 3.02928 -4.79410
C -3.76197 1.73746 -5.21203
C -3.21884 0.65468 -4.53790
H 0.09364 0.82391 -2.62432
H -2.54070 -3.09677 -2.59101
H -1.86857 -4.89413 -4.07919
H -0.37592 -4.43700 -5.99994
H 0.43403 -2.12613 -6.38988
H -0.23697 -0.31726 -4.88217
H -1.54579 2.30388 -2.12466
H -2.46616 4.22858 -3.32815
H -3.91150 3.87681 -5.30898
H -4.42757 1.56671 -6.04907
H -3.48657 -0.34891 -4.84797
S 2.07658 0.96541 0.78135
C 3.27801 0.08896 -0.15415
C 4.47407 -0.44563 0.31652
C 5.30517 -1.11660 -0.58155
C 6.53625 -1.66699 -0.09285
N 7.52334 -2.11062 0.29036
C 4.94127 -1.24936 -1.93487
C 3.74014 -0.70810 -2.40259
C 2.92207 -0.04157 -1.50533
S 1.41159 0.69145 -1.90978
C 5.78955 -1.93631 -2.86269
N 6.47593 -2.48865 -3.59963
H 4.74119 -0.33483 1.35923
H 3.44368 -0.79637 -3.43953
N 0.67736 7.78211 -1.65199
C 0.16832 7.17265 -0.54602
O -0.22672 7.84077 0.39266
C 0.10999 5.67876 -0.51915
C -0.41342 5.06996 0.62119
C -0.48574 3.69658 0.68264
N -0.06143 2.87897 -0.33015
C 0.44421 3.50279 -1.41799
C 0.54419 4.88338 -1.55419
H 0.70299 8.78668 -1.63876
H 1.02386 7.31446 -2.46707
H -0.76232 5.66337 1.45331
H -0.88560 3.21137 1.55245
H 0.77586 2.85725 -2.20631
H 0.96157 5.28410 -2.46776
O -1.51296 1.88095 0.36591

DFT total energy in eV: -98208.821
HOMO-LUMO gap in eV: 5.076
Highest occupied orbital energy in eV: -3.213
2S+1: 1
Charge: -1

=====

# 2
# C35H70Cl6O22

A structure of composition C35H70Cl6O22 in a non-equilibrium geometry (ωB97M-V/def2-TZVPD, the OMol25 dataset).

CARTESIAN COORDINATES (ANGSTROEM)
C -22.62314 -17.36911 -8.74783
Cl -21.88972 -18.55046 -7.65560
Cl -21.34359 -16.38387 -9.48748
H -23.06411 -17.97554 -9.53895
H -23.40846 -16.94344 -8.12318
C -19.63249 -19.31625 -7.35041
Cl -17.97864 -19.71355 -7.04516
Cl -20.64636 -20.73595 -7.56658
H -19.89353 -18.81582 -6.41793
H -19.69029 -18.58235 -8.15424
C -15.31066 -13.57949 -5.97545
Cl -14.82739 -15.10934 -5.32984
Cl -14.26590 -12.23156 -5.72527
H -15.31605 -13.60276 -7.06519
H -16.31484 -13.30719 -5.65049
C -17.81833 -14.61605 -2.08341
C -16.81893 -13.70039 -1.39311
O -15.53320 -13.91974 -2.03333
C -14.72926 -12.82412 -2.32317
O -14.91999 -11.63682 -1.95541
O -13.59874 -13.29514 -2.91244
C -12.56968 -12.42176 -3.41982
H -17.76886 -15.66789 -1.80184
H -17.84326 -14.39670 -3.15082
H -18.77698 -14.28849 -1.68116
H -16.77701 -13.71204 -0.30398
H -17.12265 -12.67457 -1.60183
H -12.04603 -11.88440 -2.62917
H -13.01643 -11.57823 -3.94611
H -11.91195 -12.85794 -4.17165
C -21.46454 -22.54958 -10.20655
C -21.87569 -21.07824 -10.44794
O -20.78942 -20.16272 -10.48642
C -21.09191 -19.01714 -10.91177
O -22.23117 -18.56687 -11.29323
O -19.85253 -18.29502 -11.08699
C -19.76478 -17.01986 -11.62430
H -20.65052 -22.88001 -10.85174
H -22.22294 -23.24041 -10.57490
H -21.23058 -22.72229 -9.15605
H -22.60237 -20.82443 -9.67619
H -22.50858 -21.01699 -11.33326
H -18.73281 -16.69394 -11.75437
H -20.18250 -16.29660 -10.92395
H -20.40159 -16.89683 -12.50033
C -19.12867 -9.51646 -0.76678
C -17.93138 -10.35398 -0.84652
O -17.60792 -10.74168 -2.17402
C -18.36219 -11.79467 -2.72597
O -19.00998 -12.59256 -2.15696
O -18.31504 -11.74682 -4.08603
C -18.74804 -12.89683 -4.83873
H -19.09529 -8.81305 -1.59876
H -18.96605 -8.81582 0.05222
H -20.03031 -10.11298 -0.90580
H -17.93862 -11.21592 -0.17935
H -17.02682 -9.85770 -0.49498
H -18.17206 -13.76499 -4.51835
H -18.56985 -12.93548 -5.91338
H -19.78014 -13.12866 -4.57581
C -21.64745 -17.94507 -5.38698
C -21.03754 -16.58878 -5.13586
O -21.58485 -15.92812 -4.00376
C -21.12600 -14.77997 -3.56940
O -20.22914 -14.06680 -4.00472
O -21.93089 -14.44513 -2.51982
C -21.76301 -13.16769 -1.92744
H -22.05567 -18.42792 -4.49911
H -20.96643 -18.67426 -5.82581
H -22.49735 -17.75589 -6.04272
H -21.28933 -15.94644 -5.97973
H -19.95469 -16.65635 -5.03111
H -21.23838 -12.48088 -2.59163
H -21.58695 -13.19778 -0.85218
H -22.76216 -12.73378 -1.88817
C -11.79667 -14.43917 -10.92242
C -13.13770 -14.58935 -11.29614
O -14.01937 -14.24217 -10.29367
C -14.67996 -15.22585 -9.71623
O -14.63511 -16.45755 -10.00139
O -15.38416 -14.72051 -8.72158
C -16.24158 -15.50282 -7.90915
H -11.57360 -13.41665 -10.61779
H -11.10705 -14.72929 -11.71511
H -11.50668 -15.10005 -10.10556
H -13.13468 -15.59721 -11.71122
H -13.22270 -13.80553 -12.04880
H -16.76878 -14.80965 -7.25364
H -15.79304 -16.33919 -7.37306
H -17.05563 -15.89054 -8.52160
C -23.03822 -14.66187 -13.86815
C -21.88573 -15.73468 -13.89416
O -21.04903 -15.72533 -12.71675
C -20.21473 -14.74850 -12.44720
O -19.89990 -13.83817 -13.22464
O -19.63769 -14.87705 -11.23338
C -20.31058 -14.24867 -10.16090
H -23.83869 -14.84452 -14.58508
H -22.61652 -13.70089 -14.16272
H -23.36111 -14.62099 -12.82788
H -21.14785 -15.54265 -14.67311
H -22.28677 -16.74685 -13.94711
H -19.78497 -13.31649 -9.95380
H -20.18248 -14.76129 -9.20753
H -21.39216 -14.18745 -10.28154
O -18.88718 -17.44640 -5.36900
C -18.06535 -16.53104 -5.70655
O -17.54764 -16.30119 -6.97296
C -18.09084 -16.98271 -8.16033
C -19.46643 -16.31727 -8.44707
C -17.39116 -15.62353 -4.64862
H -18.07971 -18.07075 -8.09598
H -17.43099 -16.69493 -8.97878
H -19.36461 -15.23672 -8.54785
H -20.21947 -16.53928 -7.69093
H -19.83385 -16.40028 -9.46990
H -16.67021 -16.29499 -4.18229
H -18.02851 -15.24453 -3.84971
H -16.85709 -14.76878 -5.06368
O -24.44203 -15.01294 -7.90467
C -23.84288 -14.73694 -8.94580
O -22.54945 -14.09905 -8.96172
C -22.14459 -13.50700 -7.66899
C -20.73416 -13.98681 -7.35070
C -24.32786 -15.16973 -10.31537
H -22.87686 -13.78520 -6.91104
H -22.26066 -12.42903 -7.78126
H -20.40867 -13.61988 -6.37730
H -19.98420 -13.58205 -8.03027
H -20.55209 -15.05308 -7.21648
H -24.02759 -14.38094 -11.00513
H -25.41275 -15.26606 -10.27267
H -23.83065 -16.10925 -10.55659

Energy relative to the best compared isomer or geometry (same formula, charge and spin) in kcal per mole: 787.68
DFT total energy in eV: -157575.795
HOMO-LUMO gap in eV: 9.237
Highest occupied orbital energy in eV: -8.802
2S+1: 1
Charge: 0